Record 1
Molecular formula: C3H6ClNS
Method: DFT, the ωB97M-V functional and the def2-TZVPD basis

CARTESIAN COORDINATES (ANGSTROEM)
Cl (-0.262, 3.094, -1.867)
S (-1.471, 1.448, 1.753)
N (-0.249, 0.642, -1.002)
C (-0.935, -0.062, 2.177)
C (0.283, -0.599, -0.534)
C (0.487, 1.579, -1.396)
H (1.593, 1.731, -1.332)
H (-0.357, -0.029, 3.062)
H (-1.983, 1.280, 0.517)
H (1.351, -0.521, -0.502)
H (0.032, -1.256, -1.313)
H (-0.133, -1.083, 0.496)

Atoms 1-3, force components in eV/Å:
0.0 -0.1 -0.2
0.7 -0.3 0.9
-0.2 1.3 -0.1

Its multiplicity is 1. The charge is 0. Its maximum force is 3.104 eV Å⁻¹. For the total energy, the calculation gives -1030.88466 a.u.

Atomic partial charges in e from the Mulliken method, atoms 1 to 6: atom 1 (Cl): -0.168, atom 2 (S): -0.035, atom 3 (N): -0.319, atom 4 (C): -0.390, atom 5 (C): -0.649, atom 6 (C): 0.043

Record 2
Molecular formula: C50H82F24O25
Method: DFT, the ωB97M-V functional and the def2-TZVPD basis

CARTESIAN COORDINATES (ANGSTROEM)
F (10.752, -2.050, -0.675)
F (1.443, 11.366, -0.758)
F (-4.534, -6.476, -10.938)
F (1.078, 9.458, 0.209)
F (-7.126, 10.812, 5.318)
F (-5.266, 10.730, 6.551)
F (12.731, -1.400, -1.413)
F (-10.083, -1.739, 5.109)
F (-0.587, 10.680, -0.503)
F (11.151, -1.762, -2.711)
F (-8.231, -1.575, 6.096)
F (3.762, -3.510, 0.711)
F (2.789, -5.393, 0.404)
F (-2.925, -1.361, 9.682)
F (-6.720, 9.184, 6.582)
F (-3.586, -2.952, 11.120)
F (-8.773, -0.386, 4.319)
F (-14.524, -1.849, -0.999)
F (-6.287, -6.998, -9.861)
F (4.619, -5.019, -0.739)
F (-5.820, -4.912, -10.304)
F (-3.311, -0.966, 11.762)
F (-15.366, 0.014, -1.874)
F (-13.534, 0.093, -0.822)
O (1.956, -3.765, -11.253)
O (-8.709, -2.822, 2.784)
O (-3.323, 1.013, 1.021)
O (-13.221, 0.007, -3.707)
O (-0.300, 1.038, 1.705)
O (-5.933, -5.886, -13.124)
O (-3.253, -0.983, -2.014)
O (-0.400, 9.166, -2.723)
O (8.453, 3.033, 9.691)
O (1.296, -1.040, -9.420)
O (5.391, -4.657, 2.494)
O (10.524, 2.835, 7.702)
O (-13.216, -2.208, -3.178)
O (-5.921, 9.322, 3.405)
O (11.266, -4.613, -1.735)
O (2.114, 1.497, -8.162)
O (6.753, 5.209, 9.429)
O (-7.436, -3.512, 4.475)
O (-4.349, 8.662, 4.999)
O (13.420, -3.853, -1.734)
O (-1.062, -2.597, 12.472)
O (-0.549, -1.791, 10.340)
O (-7.917, -6.524, -12.022)
O (1.871, 9.614, -2.778)
O (4.979, -6.665, 1.614)
C (-5.371, 9.269, 4.682)
C (-1.322, 1.925, 2.167)
C (6.234, -5.078, 3.531)
C (2.197, 0.221, -7.604)
C (3.314, -3.232, -11.296)
C (-1.324, 7.324, -3.771)
C (-5.464, 8.516, 2.312)
C (0.487, -2.115, -9.952)
C (0.855, -2.143, 10.402)
C (7.705, -5.156, 3.273)
C (4.849, -5.448, 1.594)
C (-5.937, -4.616, -15.162)
C (-6.681, -6.168, -12.037)
C (11.526, 2.497, 6.699)
C (10.235, 1.764, 8.530)
C (0.995, 1.608, 1.812)
C (-1.363, -2.118, 11.335)
C (-2.709, 0.073, 0.102)
C (0.637, 10.282, -0.760)
C (-6.124, 10.054, 5.785)
C (-12.302, -2.549, -4.224)
C (1.046, -0.703, -8.079)
C (11.675, -2.176, -1.613)
C (-8.259, -2.712, 3.934)
C (-6.428, -5.895, -14.452)
C (-2.842, -1.852, 10.908)
C (8.221, 3.822, 10.814)
C (-13.516, -0.902, -2.920)
C (4.000, -4.834, 0.451)
C (0.784, 9.583, -2.173)
C (-3.517, -2.306, -1.609)
C (-0.379, 8.553, -4.047)
C (-8.819, -1.578, 4.881)
C (5.549, 5.981, 9.272)
C (-2.672, 1.272, 2.312)
C (-3.660, -0.075, -1.041)
C (2.749, 1.677, -9.375)
C (6.809, 4.393, 10.646)
C (-14.296, -0.671, -1.582)
C (12.063, -3.672, -1.741)
C (9.722, 2.317, 9.862)
C (-5.836, -5.332, 4.663)
C (1.584, -1.374, 9.375)
C (-6.754, 7.970, 1.555)
C (-5.811, -6.145, -10.746)
C (15.585, -4.977, -1.826)
C (-6.883, -4.689, 3.798)
C (14.036, -5.112, -1.840)
C (0.945, -2.724, -11.311)
C (-12.235, -4.119, -4.226)
H (6.175, -4.376, 4.363)
H (-4.788, 7.719, 2.621)
H (-1.507, 6.713, -4.655)
H (-2.589, 0.323, 2.843)
H (1.321, -1.757, 11.308)
H (0.584, 8.134, -4.341)
H (7.964, -6.119, 2.833)
H (7.983, -4.406, 2.533)
H (-4.632, -0.278, -0.593)
H (13.633, -5.729, -1.037)
H (-13.207, -4.564, -4.437)
H (5.830, 6.649, 8.457)
H (0.923, 2.567, 1.299)
H (-6.412, 7.352, 0.724)
H (3.430, -2.331, -11.898)
H (-7.502, -5.709, -14.429)
H (-0.536, -1.768, -10.095)
H (-5.441, -6.100, 3.997)
H (-4.930, 9.223, 1.677)
H (-3.790, 0.883, -1.544)
H (-6.256, -6.856, -14.937)
H (1.765, 1.082, 1.247)
H (-12.723, -2.051, -5.097)
H (0.370, -2.922, -9.228)
H (8.301, -5.044, 4.179)
H (-4.859, -4.718, -15.283)
H (16.070, -4.443, -1.009)
H (-6.382, -5.849, 5.453)
H (-4.578, -2.420, -1.388)
H (-11.623, -4.554, -5.016)
H (4.074, -3.951, -11.604)
H (-0.887, 6.748, -2.956)
H (6.094, 3.570, 10.615)
H (4.736, 5.281, 9.080)
H (-6.400, -4.294, 2.905)
H (-2.947, -2.577, -0.721)
H (1.197, -1.503, 8.364)
H (1.022, -1.552, -7.395)
H (11.712, 3.375, 6.080)
H (11.127, 1.169, 8.725)
H (-7.507, -5.490, 3.402)
H (-2.356, 7.615, -3.577)
H (9.686, 1.632, 10.709)
H (-0.927, 2.346, 3.092)
H (-0.763, 9.247, -4.795)
H (6.580, 5.025, 11.504)
H (13.765, -5.646, -2.751)
H (3.727, -2.821, -10.376)
H (-6.179, -3.745, -14.553)
H (11.148, 1.676, 6.090)
H (1.256, -1.956, -12.019)
H (5.257, 6.597, 10.123)
H (-5.068, -4.619, 4.961)
H (16.116, -5.928, -1.862)
H (3.198, -0.159, -7.810)
H (2.634, -1.656, 9.452)
H (-2.668, -0.888, 0.614)
H (1.371, -0.322, 9.568)
H (-11.280, -2.264, -3.978)
H (1.084, -3.204, 10.498)
H (9.621, 1.188, 7.838)
H (0.054, -0.251, -8.060)
H (8.957, 4.622, 10.904)
H (3.724, 1.195, -9.448)
H (10.457, 3.026, 10.243)
H (-11.781, -4.591, -3.354)
H (-3.400, 1.747, 2.970)
H (12.453, 2.188, 7.181)
H (-3.206, -2.964, -2.420)
H (5.926, -6.048, 3.922)
H (8.391, 3.251, 11.726)
H (-1.670, 0.210, -0.199)
H (2.073, 0.229, -6.521)
H (-7.352, 7.362, 2.233)
H (2.884, 2.744, -9.549)
H (-6.439, -4.434, -16.113)
H (-7.379, 8.824, 1.295)
H (2.089, 1.438, -10.210)
H (1.338, 1.785, 2.832)
H (-1.476, 2.708, 1.425)
H (0.031, -3.151, -11.724)
H (15.929, -4.536, -2.761)

Atoms 1-3, force components in eV/Å:
0.1 0.2 0.9
-0.5 -0.5 0.0
0.2 -0.1 -0.5

Its multiplicity is 1. The charge is 0. Its maximum force is 6.152 eV Å⁻¹. Its SMILES is CCOC(=O)C(F)(F)F.CCOC(=O)C(F)(F)F.CCOC(=O)C(F)(F)F.CCOC(=O)C(F)(F)F.CCOC(=O)C(F)(F)F.CCOC(=O)C(F)(F)F.CCOC(=O)C(F)(F)F.CCOC(=O)C(F)(F)F.COCCOCCOC.COCCOCCOC.COCCOCCOC. For the total energy, the calculation gives -6231.85894 a.u.

Atomic partial charges in e from the Mulliken method, atoms 1 to 6: atom 1 (F): -0.233, atom 2 (F): -0.239, atom 3 (F): -0.240, atom 4 (F): -0.244, atom 5 (F): -0.234, atom 6 (F): -0.224

Record 3
Molecular formula: C32H37BF6N10O4S3Sn
Method: DFT, the ωB97M-V functional and the def2-TZVPD basis

CARTESIAN COORDINATES (ANGSTROEM)
Sn (1.394, 0.002, 0.469)
S (-1.694, -1.901, -1.770)
S (-1.392, 2.993, -0.565)
S (-2.358, 1.008, -2.186)
F (0.498, 4.473, -1.649)
F (-3.608, 2.462, -4.000)
F (-2.624, 0.703, -4.790)
F (-4.442, 0.497, -3.638)
F (-1.522, 5.150, -2.039)
F (-0.652, 5.411, -0.074)
O (-2.565, 3.278, 0.192)
O (-3.308, 0.598, -1.182)
O (-1.400, -0.103, -2.509)
O (-0.317, 2.281, 0.087)
N (-1.708, 2.372, -2.020)
N (3.148, 0.319, -0.852)
N (3.886, 1.014, 2.013)
N (-1.912, -1.732, -0.251)
N (4.402, 0.251, -0.341)
N (-4.240, -1.847, -0.318)
N (2.737, -1.657, 1.264)
N (4.063, -1.415, 1.440)
N (2.539, 1.199, 1.931)
N (-1.985, -0.535, 2.102)
C (2.046, 0.462, -3.073)
C (2.330, -0.046, -4.483)
C (3.344, 2.519, 3.538)
C (0.801, 2.605, 3.059)
C (-3.298, -2.498, -3.843)
C (-3.114, -1.573, 0.327)
C (1.545, 1.906, -3.095)
C (-3.072, 0.113, 4.132)
C (-3.147, -1.056, 1.703)
C (3.759, -3.563, 1.822)
C (-4.302, -1.065, 2.474)
C (5.285, 0.274, -1.338)
C (0.090, -2.973, 2.107)
C (4.689, -2.539, 1.783)
C (0.886, -3.915, -0.109)
C (-4.531, -2.749, -4.381)
C (-3.205, -2.213, -2.467)
C (-0.715, 4.623, -1.136)
C (4.378, 1.798, 2.975)
C (1.225, -3.678, 1.366)
C (-1.960, 0.038, 3.292)
C (-3.320, 1.207, -3.778)
C (-5.600, -2.431, -2.220)
C (2.544, -2.967, 1.490)
C (-4.353, -2.173, -1.656)
C (0.692, 4.063, 2.609)
C (0.386, 2.459, 4.525)
C (4.600, 0.342, -2.540)
C (-5.676, -2.712, -3.565)
C (2.201, 2.115, 2.853)
C (-4.260, -0.459, 3.722)
C (3.254, 0.357, -2.192)
B (4.642, -0.015, 1.159)
H (-0.013, -1.931, 1.806)
H (2.270, 2.552, -3.593)
H (-5.137, -0.441, 4.354)
H (0.253, -2.997, 3.185)
H (-5.107, -1.681, 0.179)
H (-2.987, 0.600, 5.094)
H (-0.073, -4.428, -0.208)
H (-0.863, -3.466, 1.900)
H (-0.340, 4.410, 2.681)
H (-6.643, -2.908, -4.008)
H (0.562, 1.451, 4.907)
H (1.028, 4.184, 1.581)
H (0.837, -2.960, -0.645)
H (0.134, 2.008, 2.430)
H (5.751, -2.538, 1.963)
H (1.400, 2.283, -2.083)
H (-5.222, -1.538, 2.153)
H (1.411, -0.056, -5.069)
H (0.950, 3.147, 5.156)
H (6.341, 0.221, -1.130)
H (3.926, -4.597, 2.068)
H (3.035, 0.610, -4.996)
H (5.433, 1.791, 3.191)
H (1.257, -0.165, -2.635)
H (-1.010, 0.445, 3.614)
H (-4.632, -2.974, -5.434)
H (-0.671, 2.704, 4.643)
H (3.410, 3.243, 4.331)
H (1.648, -4.520, -0.600)
H (5.021, 0.369, -3.529)
H (-6.493, -2.396, -1.608)
H (1.379, -4.648, 1.844)
H (2.746, -1.054, -4.477)
H (1.309, 4.703, 3.242)
H (5.810, 0.030, 1.397)
H (-2.401, -2.512, -4.451)
H (0.597, 1.981, -3.628)

Atoms 1-3, force components in eV/Å:
0.2 -0.2 0.0
0.4 0.0 -0.1
0.3 0.2 0.6

Its multiplicity is 1. The charge is +2. Its maximum force is 2.286 eV Å⁻¹. For the total energy, the calculation gives -4122.58981 a.u.

Atomic partial charges in e from the Mulliken method, atoms 1 to 6: atom 1 (Sn): 0.188, atom 2 (S): 0.373, atom 3 (S): 0.887, atom 4 (S): 0.780, atom 5 (F): -0.177, atom 6 (F): -0.175

Number 1: Kohn-Sham gap 8.329 eV. Number 2: Kohn-Sham gap 9.786 eV. Number 3: Kohn-Sham gap 5.857 eV.